{"formula": "C38H32BrN3NiO2P2", "method": "ωB97M-V/def2-TZVPD", "species": ["Ni", "C", "O", "C", "C", "C", "Br", "C", "C", "C", "O", "C", "N", "C", "C", "C", "C", "C", "C", "N", "H", "H", "H", "H", "H", "H", "H", "H", "H", "H", "H", "N", "P", "C", "C", "C", "C", "C", "C", "C", "C", "C", "C", "C", "C", "P", "C", "C", "C", "C", "C", "C", "C", "C", "C", "C", "C", "C", "H", "H", "H", "H", "H", "H", "H", "H", "H", "H", "H", "H", "H", "H", "H", "H", "H", "H", "H", "H", "H"], "coordinates": [[-0.175, 0.020, 0.036], [3.115, -0.537, 0.515], [2.000, -0.223, -0.329], [2.293, 0.180, -1.608], [3.492, -0.046, -2.239], [3.663, 0.385, -3.554], [5.294, 0.035, -4.439], [2.660, 1.053, -4.212], [1.437, 1.299, -3.577], [1.216, 0.845, -2.251], [0.095, 1.030, -1.592], [0.410, 2.054, -4.261], [-0.815, 2.299, -3.788], [-1.536, 3.062, -4.696], [-2.826, 3.571, -4.677], [-3.221, 4.310, -5.775], [-2.357, 4.535, -6.854], [-1.072, 4.029, -6.879], [-0.680, 3.284, -5.776], [0.512, 2.642, -5.462], [3.896, 0.215, 0.409], [3.510, -1.524, 0.273], [2.748, -0.533, 1.538], [4.303, -0.571, -1.755], [2.833, 1.373, -5.230], [-1.078, 1.959, -2.871], [-3.487, 3.393, -3.839], [-4.217, 4.728, -5.807], [-2.708, 5.123, -7.691], [-0.405, 4.206, -7.712], [1.330, 2.632, -6.047], [-0.896, -1.040, 2.323], [-0.561, 0.625, 2.156], [-2.174, 1.461, 2.211], [-2.638, 2.090, 1.058], [-3.895, 2.677, 1.052], [-4.687, 2.619, 2.190], [-4.230, 1.973, 3.333], [-2.970, 1.399, 3.352], [0.259, 1.004, 3.711], [0.914, 0.005, 4.431], [1.470, 0.305, 5.664], [1.404, 1.601, 6.158], [0.786, 2.604, 5.422], [0.220, 2.313, 4.194], [-1.512, -1.648, 0.831], [-2.969, -2.487, 1.519], [-2.719, -3.540, 2.401], [-3.772, -4.095, 3.108], [-5.065, -3.616, 2.930], [-5.309, -2.586, 2.034], [-4.262, -2.014, 1.327], [-0.394, -3.006, 0.376], [0.837, -3.202, 0.994], [1.646, -4.250, 0.583], [1.239, -5.087, -0.447], [0.015, -4.885, -1.072], [-0.799, -3.839, -0.669], [-1.307, -1.384, 3.188], [-2.004, 2.113, 0.179], [-4.259, 3.186, 0.170], [-5.665, 3.081, 2.190], [-4.857, 1.921, 4.213], [-2.610, 0.903, 4.247], [0.979, -1.001, 4.037], [1.956, -0.473, 6.237], [1.842, 1.830, 7.121], [0.747, 3.613, 5.810], [-0.270, 3.090, 3.620], [-1.715, -3.925, 2.532], [-3.582, -4.906, 3.797], [-5.881, -4.049, 3.492], [-6.318, -2.225, 1.889], [-4.452, -1.202, 0.636], [1.141, -2.558, 1.809], [2.596, -4.422, 1.073], [1.875, -5.904, -0.760], [-0.301, -5.545, -1.868], [-1.758, -3.674, -1.148]], "mulliken_charge": [-0.152, -1.161, 0.051, 0.745, -0.206, -0.865, -0.164, -0.671, 0.657, 0.841, -1.523, 0.206, 0.288, 0.618, -0.784, -0.582, -0.506, -0.907, 0.468, -0.016, 0.571, 0.364, 0.158, 0.565, 0.480, -0.067, 0.466, 0.410, 0.406, 0.425, 0.233, -0.287, 1.155, 0.363, -0.315, -0.642, -0.529, -0.818, -0.435, 0.489, -0.208, -0.747, -0.518, -0.674, -0.485, 0.810, 0.704, -0.573, -0.653, -0.566, -0.633, -0.450, 0.238, 0.098, -0.782, -0.538, -0.708, -0.679, 0.496, 0.352, 0.467, 0.444, 0.462, 0.443, 0.319, 0.454, 0.413, 0.429, 0.440, 0.402, 0.427, 0.425, 0.441, 0.415, 0.401, 0.510, 0.423, 0.443, 0.431], "total_charge": 2, "homo_lumo_gap_ev": [5.4601, 5.8174], "homo_ev": [-12.870, -12.896], "de_lowest_kcal_mol": 3.4, "e_tot_ha": -6546.57412}



{"formula": "C38H32Cl2F5HgN8O5S4", "method": "ωB97M-V/def2-TZVPD", "species": ["Hg", "O", "C", "C", "C", "C", "C", "C", "C", "O", "N", "N", "C", "S", "C", "C", "S", "H", "H", "H", "H", "H", "H", "H", "H", "H", "Cl", "C", "C", "C", "C", "C", "Cl", "C", "S", "H", "H", "H", "O", "S", "C", "C", "C", "C", "C", "C", "C", "C", "C", "C", "C", "C", "H", "H", "H", "H", "H", "H", "H", "H", "H", "H", "C", "N", "C", "N", "O", "H", "H", "H", "H", "H", "H", "N", "C", "N", "N", "C", "N", "H", "H", "H", "H", "F", "C", "C", "F", "C", "F", "C", "O", "C", "F", "C", "F"], "coordinates": [[-0.730, -0.488, -0.758], [-0.083, -1.897, 4.189], [0.982, -2.674, 3.967], [1.739, -3.052, 5.083], [2.855, -3.850, 4.940], [3.248, -4.289, 3.677], [2.504, -3.913, 2.573], [1.369, -3.111, 2.686], [0.585, -2.709, 1.471], [-0.467, -2.015, 1.641], [1.091, -3.139, 0.335], [0.451, -2.658, -0.779], [0.728, -3.292, -1.843], [0.039, -2.876, -3.407], [1.337, -3.747, -4.319], [1.612, -5.049, -3.590], [1.835, -4.680, -1.827], [-0.497, -1.713, 3.306], [1.418, -2.692, 6.053], [3.428, -4.130, 5.817], [4.125, -4.913, 3.559], [2.785, -4.234, 1.578], [2.239, -3.135, -4.361], [0.967, -3.912, -5.332], [2.526, -5.525, -3.952], [0.778, -5.741, -3.714], [2.383, 0.021, 0.657], [2.895, -0.518, -0.905], [3.909, -1.456, -0.936], [4.419, -1.895, -2.148], [3.884, -1.400, -3.322], [2.837, -0.493, -3.267], [2.172, 0.017, -4.806], [2.294, 0.013, -2.070], [1.005, 1.185, -2.053], [4.292, -1.838, 0.000], [5.217, -2.625, -2.172], [4.249, -1.726, -4.288], [-0.375, 2.085, 4.594], [-0.280, 1.890, 3.126], [-1.625, 2.853, 2.388], [-1.903, 2.773, 1.033], [-2.957, 3.509, 0.510], [-3.736, 4.302, 1.342], [-3.463, 4.350, 2.705], [-2.407, 3.621, 3.233], [1.027, 3.041, 2.615], [1.399, 3.173, 1.285], [2.429, 4.040, 0.955], [3.092, 4.754, 1.945], [2.728, 4.592, 3.274], [1.693, 3.730, 3.615], [-1.328, 2.122, 0.382], [-3.173, 3.441, -0.550], [-4.561, 4.874, 0.934], [-4.080, 4.954, 3.359], [-2.178, 3.614, 4.292], [0.936, 2.584, 0.502], [2.725, 4.147, -0.080], [3.896, 5.428, 1.677], [3.250, 5.137, 4.052], [1.383, 3.579, 4.640], [-5.179, 0.858, 0.835], [-4.493, 0.786, 2.109], [-3.420, -0.050, 2.339], [-3.261, -1.092, 1.470], [-2.689, 0.121, 3.307], [-5.823, 1.737, 0.832], [-5.808, -0.020, 0.672], [-4.490, 0.953, -0.011], [-4.424, 1.634, 2.647], [-3.749, -1.093, 0.589], [-2.325, -1.504, 1.458], [4.034, 2.727, -5.436], [3.641, 3.680, -4.546], [3.303, 3.265, -3.314], [3.686, 4.939, -4.940], [3.351, 5.837, -4.023], [3.061, 6.634, -3.233], [3.611, 1.813, -5.347], [4.120, 3.076, -6.376], [3.093, 2.290, -3.151], [2.776, 3.894, -2.725], [-7.262, -3.329, -0.495], [-6.064, -2.878, -0.929], [-5.949, -1.635, -1.522], [-7.045, -0.860, -1.652], [-4.727, -1.177, -1.974], [-4.689, 0.048, -2.541], [-3.524, -1.922, -1.872], [-2.403, -1.492, -2.302], [-3.701, -3.189, -1.251], [-2.630, -3.984, -1.098], [-4.920, -3.650, -0.801], [-5.014, -4.864, -0.231]], "mulliken_charge": [1.089, -0.631, 0.382, -0.708, -0.221, -0.923, -0.287, 0.125, 0.220, -0.883, -0.313, 0.761, -0.327, 0.039, -0.315, -0.715, -0.114, 0.206, 0.400, 0.346, 0.380, 0.405, -0.145, 0.460, 0.395, 0.344, 0.039, -0.182, -0.429, -0.589, -0.850, 0.166, -0.230, -0.009, -0.011, 0.396, 0.335, 0.493, -0.782, 1.017, 0.283, 0.238, -0.968, -0.502, -0.661, -0.564, 0.111, 0.138, -0.650, -0.568, -0.506, -0.505, 0.261, 0.451, 0.395, 0.346, 0.461, 0.263, 0.401, 0.407, 0.344, 0.493, -1.108, -0.105, 0.347, -0.054, -0.642, 0.397, 0.406, 0.199, 0.259, 0.154, 0.203, -0.384, 0.648, -0.308, -0.768, 0.582, -0.596, 0.126, 0.268, 0.058, 0.263, -0.363, 0.803, 0.175, -0.415, 0.117, -0.476, 0.341, -0.943, 0.321, -0.369, 0.220, -0.360], "total_charge": -2, "homo_lumo_gap_ev": [5.1902, 6.6560], "homo_ev": [-1.509, -2.976], "s2": 0.755, "spin_multiplicity": 2, "de_lowest_kcal_mol": 2.9, "e_tot_ha": -5447.53869}



{"formula": "C38H32ClN2O4", "method": "ωB97M-V/def2-TZVPD", "species": ["N", "C", "C", "C", "C", "C", "C", "C", "C", "C", "C", "N", "Cl", "H", "H", "H", "H", "H", "H", "H", "H", "H", "H", "H", "H", "H", "H", "H", "H", "C", "C", "C", "C", "C", "C", "C", "O", "C", "C", "C", "C", "C", "C", "C", "O", "H", "H", "H", "H", "H", "H", "H", "H", "C", "C", "C", "C", "C", "C", "C", "O", "C", "C", "C", "C", "C", "C", "C", "O", "H", "H", "H", "H", "H", "H", "H", "H"], "coordinates": [[12.831, -1.350, 1.401], [12.101, -0.100, 1.264], [10.806, 0.023, 2.076], [10.225, 1.436, 2.024], [8.703, 1.555, 2.033], [8.069, 0.988, 0.744], [6.659, 0.529, 0.889], [5.599, 1.211, 0.308], [4.286, 0.797, 0.447], [4.014, -0.344, 1.186], [5.061, -1.015, 1.761], [6.331, -0.576, 1.602], [7.549, -1.523, 2.315], [12.236, -2.144, 1.195], [13.177, -1.473, 2.345], [12.774, 0.717, 1.527], [11.846, 0.012, 0.206], [11.011, -0.272, 3.109], [10.099, -0.715, 1.678], [10.587, 1.935, 1.118], [10.609, 2.015, 2.864], [8.271, 1.101, 2.926], [8.467, 2.620, 2.066], [8.041, 1.778, -0.005], [8.681, 0.185, 0.322], [5.821, 2.102, -0.262], [3.479, 1.335, -0.033], [3.022, -0.750, 1.324], [4.935, -1.914, 2.344], [-4.948, 2.465, -2.847], [-4.477, 3.123, -1.717], [-3.240, 2.798, -1.186], [-2.472, 1.803, -1.777], [-2.953, 1.130, -2.905], [-4.189, 1.469, -3.439], [-2.168, 0.039, -3.548], [-2.567, -0.540, -4.533], [-0.856, -0.328, -2.929], [-0.117, -1.373, -3.473], [1.102, -1.719, -2.917], [1.593, -1.023, -1.818], [0.850, 0.007, -1.266], [-0.371, 0.360, -1.820], [-1.148, 1.471, -1.191], [-0.703, 2.067, -0.231], [-5.914, 2.723, -3.260], [-5.080, 3.890, -1.248], [-2.864, 3.307, -0.308], [-4.547, 0.942, -4.313], [-0.508, -1.903, -4.331], [1.676, -2.532, -3.344], [2.551, -1.284, -1.386], [1.209, 0.554, -0.403], [-11.789, -2.927, 0.456], [-12.016, -1.919, -0.476], [-11.030, -0.984, -0.742], [-9.814, -1.049, -0.073], [-9.590, -2.056, 0.869], [-10.580, -2.996, 1.127], [-8.304, -2.141, 1.619], [-8.100, -3.022, 2.425], [-7.273, -1.098, 1.344], [-6.079, -1.126, 2.055], [-5.106, -0.174, 1.808], [-5.318, 0.809, 0.846], [-6.506, 0.843, 0.139], [-7.489, -0.107, 0.386], [-8.764, -0.039, -0.385], [-8.934, 0.809, -1.235], [-12.560, -3.658, 0.659], [-12.963, -1.865, -0.995], [-11.189, -0.198, -1.467], [-10.391, -3.771, 1.856], [-5.930, -1.899, 2.797], [-4.178, -0.194, 2.365], [-4.557, 1.551, 0.649], [-6.688, 1.602, -0.609]], "mulliken_charge": [-0.617, -0.825, -0.065, -0.881, -0.530, -1.158, 0.978, -0.757, -0.150, -0.682, -0.143, 0.012, 0.057, 0.230, 0.256, 0.376, 0.373, 0.366, 0.021, 0.403, 0.409, 0.413, 0.327, 0.441, 0.415, 0.366, 0.439, 0.538, 0.393, -0.333, -0.529, -0.476, 0.320, 0.056, -0.721, 0.639, -0.636, 0.202, -0.608, -0.722, -0.255, 0.037, -0.312, 0.410, -0.698, 0.458, 0.363, 0.497, 0.499, 0.499, 0.400, 0.342, 0.568, -0.497, -0.494, -0.561, 0.189, 0.146, -0.550, 0.671, -0.655, 0.127, -0.578, -0.808, -0.084, -0.446, 0.011, 0.557, -0.664, 0.405, 0.399, 0.471, 0.477, 0.485, 0.417, 0.467, 0.509], "total_charge": 1, "homo_lumo_gap_ev": 6.3242, "homo_ev": -10.895, "e_tot_ha": -2337.68606}